Here is an isolated molecule of C4H8O2 from the OMol25 dataset. Energies are from the ωB97M-V functional and the def2-TZVPD basis.

Geometry (Å):
1 H 0.280 -1.044 1.268
2 C -0.285 0.278 -0.335
3 C 2.024 -0.011 0.557
4 O 2.961 -0.094 -0.203
5 H 0.861 -1.557 -0.344
6 O -0.265 1.448 0.474
7 H -1.695 -1.232 -1.011
8 H -2.088 -0.495 0.562
9 H 2.086 0.605 1.477
10 C -1.691 -0.298 -0.439
11 C 0.698 -0.699 0.315
12 H -2.365 0.407 -0.940
13 H -0.614 2.183 -0.040
14 H 0.094 0.508 -1.342

Results
E_LUMO = 0.8 eV
structure (SMILES) = C[C@@H](O)CC=O
HOMO-LUMO gap = 10.5 eV
E_HOMO = -9.68 eV
multiplicity = 1
energy above the lowest of the compared OMol25 structures with the same formula, charge and spin = 24.6 kcal per mole

natural (NBO) population analysis, charges in e, atoms 1 to 4: H 0.217; C 0.110; C 0.454; O -0.524